Density functional theory data (ωB97M-V with the def2-TZVPD basis set) for C25H45F3P2Sc as an isolated structure at a distorted geometry.

```
! RIJCOSX wB97M-V def2-TZVPD def2/J DEFGRID3
* xyz 1 1
Sc -0.56 0.12 -1.22
C -2.33 1.51 -0.18
C -2.95 0.67 -1.16
C -2.43 -0.63 0.69
C -2.06 0.71 0.98
C -2.95 -0.67 -0.63
C -2.12 2.98 -0.27
H -2.06 3.31 -1.31
H -1.18 3.26 0.24
H -2.94 3.53 0.22
C -1.62 1.22 2.30
H -1.03 2.14 2.19
H -1.02 0.47 2.83
H -2.48 1.46 2.94
C -2.48 -1.76 1.64
H -3.51 -1.92 2.01
H -1.85 -1.59 2.52
H -2.16 -2.69 1.16
C -3.46 -1.89 -1.29
H -4.07 -1.65 -2.17
H -4.07 -2.48 -0.58
H -2.64 -2.55 -1.62
C -3.67 1.16 -2.36
H -4.66 1.56 -2.08
H -3.85 0.36 -3.09
H -3.12 1.96 -2.87
C 1.38 0.91 -1.84
C 0.40 1.84 -2.15
C -0.14 2.03 -3.54
C -0.76 0.77 -4.20
C -1.10 -0.40 -3.28
C -0.16 -1.30 -2.80
C 1.27 -1.24 -3.30
C 2.06 0.02 -2.86
H 0.65 2.39 -4.24
H -0.08 0.44 -5.00
H -0.89 2.84 -3.52
H 2.31 0.60 -3.77
H 1.97 1.05 -0.92
H 0.28 2.72 -1.50
H 3.03 -0.31 -2.45
H 1.80 -2.14 -2.96
H -0.46 -2.25 -2.34
H 1.28 -1.27 -4.40
H -1.69 1.10 -4.69
H -2.14 -0.73 -3.40
P 2.40 3.92 0.17
C 2.26 4.54 1.91
H 2.93 5.39 2.11
H 2.49 3.70 2.59
H 1.22 4.85 2.06
C 3.89 2.86 0.38
H 4.80 3.46 0.54
H 4.01 2.27 -0.54
H 3.73 2.18 1.22
C 3.18 5.37 -0.66
H 3.33 5.10 -1.72
H 4.15 5.64 -0.21
H 2.48 6.21 -0.61
P 0.93 -4.61 -0.57
C -0.02 -6.01 -1.30
H 0.65 -6.73 -1.79
H -0.71 -5.57 -2.04
H -0.61 -6.51 -0.51
C 2.53 -4.86 -1.45
H 2.36 -4.98 -2.53
H 3.06 -5.75 -1.05
H 3.15 -3.97 -1.27
C 1.38 -5.33 1.06
H 2.06 -6.18 0.95
H 0.46 -5.64 1.59
H 1.87 -4.53 1.64
F 0.48 -1.71 1.41
C 0.87 -0.76 0.50
F 1.33 0.31 1.30
F 2.05 -1.29 -0.04
*
```

The value obtained for the largest force on an atom is 0.19578 Eh/bohr. As for the energy: -74077.21016 eV. The value obtained for the HOMO-LUMO gap is 5.702 eV.

Density functional theory data (ωB97M-V with the def2-TZVPD basis set) for a 2-piece molecular cluster, C3H3N3O overall at a distorted geometry.

```
! RIJCOSX wB97M-V def2-TZVPD def2/J DEFGRID3
* xyz 0 1
N 2.21 -0.04 0.11
C 1.04 -0.38 0.10
N 0.37 1.69 -0.91
N -0.63 2.06 -0.63
O -2.45 -0.96 0.88
C -1.47 -0.40 0.46
C -0.13 -0.97 0.31
H 2.65 0.43 -0.67
H -1.56 0.62 0.06
H -0.04 -2.05 0.28
*
```

The value obtained for the largest force on an atom is 0.04224 Eh/bohr. As for the energy: -9675.82565 eV. The SMILES is N=C=CC=O.N#N. The value obtained for the HOMO-LUMO gap is 9.682 eV.

Density functional theory data (ωB97M-V with the def2-TZVPD basis set) for one molecule with the formula C19H21NO4.

```
! RIJCOSX wB97M-V def2-TZVPD def2/J DEFGRID3
* xyz 0 1
C 1.34 0.05 4.20
C 2.84 0.16 3.97
C 3.19 0.06 2.49
C 4.70 0.20 2.25
C 5.11 -0.03 0.80
C 4.60 1.05 -0.16
H 4.79 2.05 0.24
H 5.10 0.94 -1.13
O 3.19 0.99 -0.37
C 2.75 0.06 -1.23
O 3.47 -0.67 -1.86
C 1.27 0.05 -1.32
C 0.67 -0.83 -2.22
C -0.71 -0.90 -2.34
C -1.50 -0.07 -1.56
C -0.90 0.82 -0.65
C 0.47 0.88 -0.54
H 0.92 1.56 0.16
H -1.54 1.45 -0.06
O -2.88 -0.03 -1.56
C -3.68 -0.71 -2.40
O -3.31 -1.46 -3.27
C -5.11 -0.42 -2.11
C -6.08 -1.05 -2.88
C -7.41 -0.78 -2.62
C -7.71 0.11 -1.60
N -6.79 0.71 -0.86
C -5.52 0.45 -1.11
H -4.81 0.97 -0.49
H -8.74 0.35 -1.36
H -8.20 -1.25 -3.20
H -5.78 -1.73 -3.66
H -1.15 -1.59 -3.04
H 1.30 -1.47 -2.82
H 4.74 -1.00 0.45
H 6.20 -0.04 0.73
H 5.02 1.19 2.57
H 5.22 -0.54 2.87
H 2.66 0.84 1.94
H 2.85 -0.91 2.10
H 3.20 1.11 4.37
H 3.35 -0.64 4.52
H 0.81 0.85 3.68
H 0.96 -0.90 3.82
H 1.10 0.12 5.26
*
```

The value obtained for the largest force on an atom is 0.01457 Eh/bohr. As for the energy: -29724.66628 eV. The SMILES is CCCCCCOC(=O)c1ccc(OC(=O)c2cccnc2)cc1. The value obtained for the HOMO-LUMO gap is 9.262 eV.

Q: Which energy above the lowest of the compared OMol25 structures with the same formula, charge and spin values were calculated for the entries above? A: 142.6; 157.1; 61.6, in kJ/mol.